Entry from OMol25: a single C6H12BrFINO2S molecule (ωB97M-V/def2-TZVPD).

Gap between HOMO and LUMO   0.359 Eh
Highest occupied orbital energy   -9.512 eV
Lowest unoccupied orbital energy   0.0093 hartree
E_tot   -103697.1479 eV

Each line ends with the Mulliken charge.
CARTESIAN COORDINATES (ANGSTROEM)
1 C 2.37343 0.86927 0.55992  -1.30
2 C 1.53904 0.83442 -0.72303  -0.21
3 C 1.02511 -0.55064 -1.10039  -1.06
4 I 0.42702 -0.54271 -3.18328  0.09
5 N -0.00011 -1.15455 -0.22545  0.36
6 C -0.93055 -0.23493 0.44694  -1.10
7 C -1.82452 0.56452 -0.49028  0.07
8 C -2.77686 1.42072 0.35695  -1.32
9 Br -2.92577 -0.74000 -1.47422  -0.09
10 S 0.57134 -2.27189 0.83976  1.10
11 O 1.40509 -1.71353 1.84754  -0.53
12 O -0.51558 -3.08834 1.26045  -0.60
13 F 1.43692 -3.09940 -0.13913  -0.21
14 H 3.00281 1.75714 0.56437  0.42
15 H 1.75292 0.89715 1.45250  0.27
16 H 3.02652 0.00341 0.64420  0.31
17 H 0.76297 1.59622 -0.69223  0.16
18 H 2.20924 1.12930 -1.53028  0.52
19 H 1.88100 -1.21482 -1.09332  0.71
20 H -0.43033 0.40846 1.17517  0.29
21 H -1.62048 -0.85283 1.02203  0.65
22 H -1.27374 1.16691 -1.20193  0.39
23 H -3.03986 2.33303 -0.16994  0.35
24 H -3.70377 0.87328 0.50394  0.41
25 H -2.37186 1.60980 1.34972  0.34


Entry from OMol25: a single C3H2N4O molecule (ωB97M-V/def2-TZVPD).

Gap between HOMO and LUMO   0.316 Eh
ΔE to the lowest compared entry with this formula, charge and spin   56.6 kcal/mol
Highest occupied orbital energy   -9.942 eV
Lowest unoccupied orbital energy   -0.0496 hartree
E_tot   -11146.8199 eV

Each line ends with the Mulliken charge.
CARTESIAN COORDINATES (ANGSTROEM)
1 O 2.05977 -0.22770 0.85615  -0.42
2 C 1.41091 -0.17365 -0.13333  0.73
3 N 0.84369 -1.21942 -0.92088  -0.32
4 N -0.31699 -1.55679 -0.54369  -0.13
5 C -1.01201 -0.57135 0.22474  -0.14
6 C -0.82970 0.77506 0.25889  -0.08
7 N 0.00958 1.52736 -0.55396  -0.15
8 N 1.14377 1.07808 -0.88736  -0.27
9 H -1.76839 -0.90988 0.87942  0.38
10 H -1.54064 1.27829 0.82002  0.40